(1)
{
  "formula": "C41H49ClFNO7S",
  "method": "the ωB97M-V functional and the def2-TZVPD basis",
  "species": ["H", "F", "H", "H", "C", "C", "C", "C", "H", "C", "C", "H", "H", "C", "H", "H", "H", "H", "C", "C", "H", "C", "H", "C", "H", "C", "H", "N", "H", "H", "H", "C", "C", "C", "C", "H", "H", "C", "H", "H", "O", "O", "H", "O", "H", "C", "H", "H", "H", "C", "H", "H", "Cl", "H", "O", "H", "H", "H", "C", "C", "O", "C", "C", "C", "H", "C", "C", "C", "H", "C", "S", "H", "H", "H", "H", "C", "H", "H", "O", "C", "C", "C", "H", "C", "C", "C", "H", "C", "C", "H", "H", "C", "C", "H", "C", "H", "H", "O", "H", "H", "C"],
  "xyz": [[6.64701, 2.06474, 0.64406], [-0.45439, -1.58944, 2.65616], [-4.76563, -6.30527, -8.79532], [-5.57203, -4.84288, -6.97373], [4.95303, 4.76267, 1.78956], [1.45121, 8.54777, 3.47603], [-0.80487, -0.40605, 0.63083], [-3.77814, 0.01228, 3.24990], [-2.47380, -4.47367, 4.17667], [-3.48626, 1.06575, -1.78882], [-3.26693, -3.17899, 2.66287], [0.94827, -0.33082, 1.91693], [-2.30166, -2.28830, -0.46859], [-3.62695, 0.47392, 1.79723], [6.93976, 4.02254, 2.12293], [-5.35922, 1.48636, -0.87082], [-2.64089, -2.34292, 2.94024], [8.88791, 1.15655, -0.53280], [-4.43279, 1.73821, 1.46052], [10.12741, -1.63315, 0.93031], [-4.90362, -0.74953, 0.95552], [8.14810, -2.14031, -0.33767], [-3.95057, 0.07501, -1.85622], [-4.16483, -3.05939, 1.60963], [2.17958, 5.24738, 3.68026], [-4.96348, -4.13659, 1.24765], [-5.48111, 1.43243, 1.28984], [-3.90309, 2.42842, 0.29728], [-3.97654, -4.02039, -5.25630], [1.92540, 9.50057, 3.27876], [-1.57578, 7.22846, 4.22100], [-1.30556, -2.31342, -0.91474], [4.62488, 2.56243, 0.12785], [-4.86606, -5.33563, 1.93994], [-3.17308, -4.37861, 3.35585], [-0.49311, 9.40319, 3.77322], [-0.23968, 5.14857, 4.16648], [-0.72310, -0.90469, -0.81928], [3.26275, 7.42388, 3.23872], [0.75729, -1.88355, 1.08410], [-3.95361, -0.58900, 0.88303], [-0.20217, 0.86089, -2.34310], [-1.61007, -4.65995, -5.36361], [-0.51873, -3.39179, -2.90611], [-3.95355, 3.42917, 0.40293], [0.21965, -1.05704, 1.55185], [-0.80588, -6.13372, -7.18046], [-0.66726, -2.98768, -0.33668], [-1.80051, -0.65721, 1.01184], [3.57906, 3.45665, 0.30752], [-4.07367, 0.83352, 3.90815], [5.08243, 5.62127, 2.43748], [-2.99722, -2.72427, -3.04531], [-5.48642, -6.17647, 1.65760], [2.15623, 0.27320, -2.69626], [-4.41315, 2.41694, 2.31671], [4.49213, 1.70676, -0.52253], [7.42011, -2.85874, -0.69192], [3.74427, 4.55755, 1.13714], [8.97368, 0.11527, -0.24812], [-2.20843, 0.94335, -1.16418], [-2.73639, -6.31042, -8.09921], [5.99787, 3.86566, 1.61260], [0.23440, 6.10296, 3.97537], [10.74790, 0.42044, 0.91835], [-2.30053, -5.02415, -6.11494], [10.01855, -0.29802, 0.56678], [0.09216, 8.49284, 3.75271], [-4.23943, -2.11924, 1.07510], [-3.97115, -5.45548, 2.99477], [1.16985, 0.43383, -1.69000], [-2.83625, -0.38881, 3.62954], [-3.89478, -6.39048, 3.53490], [-4.60581, 2.89666, -1.61220], [2.92719, 5.25428, 1.27613], [1.59420, 6.15779, 3.70143], [-1.78829, -0.34054, -2.68610], [-0.72949, 0.67970, 0.66808], [1.39887, 1.21308, -0.51493], [-4.52758, -5.12418, -7.02026], [-1.37895, -2.88348, -2.30533], [5.83305, 2.76629, 0.78038], [9.27853, -3.59551, 0.76000], [-1.84942, -5.84972, -7.13583], [-1.33734, 0.12228, -1.80464], [2.20215, 7.38051, 3.45257], [-2.38406, -6.95335, -8.89564], [-0.51608, 7.27041, 4.00319], [9.19278, -2.55414, 0.47729], [-5.66356, -4.04137, 0.42701], [-4.52344, -0.78410, 3.32004], [8.03725, -0.80481, -0.69930], [-4.40446, 2.01503, -0.99743], [-2.58712, 0.71792, 1.56901], [-4.07525, -5.94718, -8.04234], [7.22099, -0.48062, -1.33241], [-3.34447, 1.44548, -2.80814], [0.66171, -1.00652, -1.27134], [10.94063, -1.95606, 1.56760], [2.63886, 3.29015, -0.19663], [-3.63939, -4.66340, -6.05824]],
  "atomic_forces_ev_per_a": [[0.00, -0.01, 0.01], [0.12, 0.06, 0.16], [0.00, -0.01, 0.00], [0.00, 0.00, 0.00], [-0.01, -0.01, 0.01], [0.00, 0.00, 0.00], [0.04, -0.26, -0.03], [-0.02, 0.06, -0.02], [0.01, -0.01, 0.01], [0.04, -0.12, -0.35], [-0.06, -0.16, -0.06], [-0.07, -0.09, 0.01], [0.09, -0.08, -0.02], [-0.15, 0.70, 0.16], [0.00, 0.00, 0.00], [-0.05, 0.14, -0.08], [0.02, -0.13, -0.04], [0.01, 0.00, -0.01], [0.13, -0.31, -0.16], [0.00, 0.00, 0.00], [-0.05, 0.45, 0.00], [0.00, 0.00, 0.00], [0.15, 0.06, 0.04], [-0.41, -0.73, -0.22], [0.00, 0.00, 0.00], [0.10, -0.19, 0.20], [-0.05, 0.10, 0.17], [-0.13, 0.20, 0.04], [-0.08, -0.03, -0.07], [0.00, 0.00, 0.00], [0.00, 0.00, 0.00], [-0.25, 0.03, 0.28], [0.00, -0.02, -0.01], [-0.05, -0.07, -0.02], [0.05, 0.02, 0.00], [0.00, 0.00, 0.00], [0.00, 0.00, 0.01], [0.38, -0.05, 0.03], [0.00, 0.00, 0.00], [-0.02, 0.05, -0.02], [0.12, 2.38, -0.47], [-0.20, 0.40, -0.13], [-0.01, 0.00, 0.00], [0.98, -0.58, -0.63], [-0.04, -0.09, 0.02], [0.04, 0.01, -0.06], [0.00, 0.00, 0.00], [-0.08, 0.08, 0.02], [0.59, -0.26, -0.34], [0.04, 0.07, 0.02], [0.01, -0.05, -0.09], [0.00, 0.00, 0.00], [-0.39, 0.09, -0.05], [0.00, -0.03, 0.01], [-0.16, 0.28, 0.36], [0.05, -0.06, -0.09], [0.00, -0.01, 0.01], [0.00, 0.00, 0.00], [0.01, 0.01, 0.00], [-0.02, 0.03, 0.00], [-0.20, 0.19, 0.15], [-0.01, 0.00, 0.00], [-0.02, 0.00, -0.01], [0.00, 0.01, 0.00], [0.00, 0.00, 0.00], [0.02, 0.00, 0.00], [-0.01, -0.01, 0.00], [0.00, 0.00, 0.00], [0.34, -1.86, 0.47], [-0.02, -0.02, -0.01], [-0.04, -0.22, -0.07], [-0.10, 0.02, -0.03], [0.00, 0.00, 0.00], [0.09, -0.05, 0.12], [0.01, 0.02, -0.02], [0.00, -0.02, 0.02], [0.03, -0.04, 0.10], [0.11, -0.10, -0.10], [0.19, -0.13, -0.39], [0.00, 0.00, 0.01], [-0.50, 0.52, 0.60], [0.03, -0.02, 0.00], [0.00, 0.00, 0.00], [0.00, 0.00, 0.00], [0.06, -0.19, -0.26], [0.00, 0.00, -0.01], [0.00, 0.00, 0.00], [0.00, 0.00, -0.01], [0.00, 0.00, 0.00], [-0.01, -0.01, -0.03], [0.00, 0.15, 0.10], [0.00, 0.01, 0.00], [-0.07, -0.04, 0.09], [-0.52, 0.17, 0.27], [0.01, 0.00, 0.00], [0.00, 0.00, -0.01], [-0.04, -0.04, 0.07], [-0.07, -0.19, 0.33], [0.00, 0.00, 0.00], [-0.03, -0.01, 0.00], [0.04, 0.00, 0.01]],
  "mulliken_charge": [0.42, -0.31, 0.36, 0.36, -0.22, -0.50, 0.53, -1.48, 0.41, -0.32, -0.01, 0.26, -0.17, 1.09, 0.37, 0.27, 0.20, 0.44, -1.07, -0.37, 0.72, -0.40, 0.14, 0.57, 0.45, -0.59, 0.26, -0.23, 0.15, 0.37, 0.36, -0.28, -0.59, -0.44, -0.89, 0.36, 0.39, 0.80, 0.28, 0.35, -0.59, -0.44, 0.35, -0.42, 0.29, -0.87, 0.37, 0.68, -1.54, -0.44, 0.48, 0.29, -0.23, 0.39, -0.65, 0.58, 0.38, 0.36, -0.41, -0.34, -0.18, -0.36, -0.68, -0.45, 0.36, -0.04, -0.41, -0.35, -0.19, -0.43, 1.39, 0.26, 0.38, 0.45, 0.43, -0.24, 0.49, 1.40, -0.45, -0.52, 0.01, -0.06, 0.35, -0.53, -0.13, -0.28, 0.36, -0.38, -0.36, 0.45, 0.25, -0.38, -0.95, -0.21, -0.37, 0.40, 0.59, -0.62, 0.35, 0.48, -0.10],
  "smiles": "C[C@@H](O)CNCCO[C@H]1OS(=O)(=O)O[C@]1(CCF)CC(=O)Cl.c1ccccc1.c1ccccc1.c1ccccc1.c1ccccc1.c1ccccc1",
  "largest_force_ev_per_a": 2.43,
  "homo_lumo_gap_ev": 9.325,
  "spin_multiplicity": 1
}



(2)
{
  "formula": "CCl2S",
  "method": "the ωB97M-V functional and the def2-TZVPD basis",
  "species": ["Cl", "S", "C", "Cl"],
  "xyz": [[2.11520, 0.24735, 0.82675], [-0.65266, -0.49200, -1.72786], [-0.40646, -0.16623, -0.22196], [-1.05608, 0.41088, 1.12307]],
  "atomic_forces_ev_per_a": [[-1.51, -0.42, -0.88], [0.71, 0.06, 1.83], [1.12, 0.42, -1.57], [-0.32, -0.05, 0.62]],
  "mulliken_charge": [-0.49, -0.04, 0.44, 0.09],
  "largest_force_ev_per_a": 1.97,
  "homo_lumo_gap_ev": [6.799, 6.941],
  "e_above_lowest_ev": 2.2701,
  "spin_multiplicity": 1
}